Below is a 2-piece molecular cluster, C4H6ClNO2 overall, with properties calculated with wB97M-V/def2-TZVPD.

Structure (XYZ):
```
14
Properties=species:S:1:pos:R:3:mulliken_charge:R:1
O -0.3089 2.1457 -0.8924 -0.71
N 0.5656 1.5543 -0.2600 0.82
O 0.8960 2.0836 0.9828 -0.48
C 1.1825 0.4747 -0.6087 -0.44
Cl 2.4648 -0.1271 0.3287 -0.12
H 0.3437 2.8702 1.1071 0.36
H 0.9714 0.0341 -1.5642 0.53
C -1.7771 -0.6478 -0.5323 -0.63
C -0.8210 -1.2125 0.1322 0.40
C 0.0332 -1.9306 0.7913 -0.85
H -2.7489 -1.1108 -0.6038 0.27
H -1.6715 0.3025 -1.0260 0.28
H 0.1915 -1.7979 1.8490 0.28
H 0.6788 -2.6384 0.2964 0.31
```

Properties
* HOMO: -8.94 eV
* total charge: 0
* lowest unoccupied orbital energy: 0.7 eV
* energy above the lowest of the compared OMol25 structures with the same formula, charge and spin: 6.304 eV
* Kohn-Sham gap: 9.65 eV
* structure (SMILES): [O-]/[N+](O)=C/Cl.C=C=C

***

Below is C3H3N3O2 in the gas phase at a distorted geometry, with properties calculated with wB97M-V/def2-TZVPD.

Structure (XYZ):
```
11
Properties=species:S:1:pos:R:3:mulliken_charge:R:1
H 1.8897 -2.5774 0.7682 0.27
N 1.4735 -1.6859 0.5901 -0.47
C 0.2270 -1.6901 0.6339 0.04
N -0.5022 -0.4022 0.4939 0.19
O -1.9034 -0.6690 0.6296 -0.51
C -0.3797 0.6806 -0.3000 0.47
O -1.1567 1.6447 -0.3476 -0.54
C 0.9877 1.0016 -0.8876 0.15
N 1.8866 1.6272 -1.2759 -0.37
H -0.4922 -2.4493 1.2005 0.30
H -1.9322 0.4952 0.4399 0.46
```

Properties
* HOMO: -10.38 eV
* total charge: 0
* lowest unoccupied orbital energy: -0.7 eV
* energy above the lowest of the compared OMol25 structures with the same formula, charge and spin: 5.635 eV
* Kohn-Sham gap: 9.71 eV
* structure (SMILES): [H]/N=C/N(O)C(=O)C#N

***

Below is C4H5N3O in the gas phase at a distorted geometry, with properties calculated with wB97M-V/def2-TZVPD.

Structure (XYZ):
```
13
Properties=species:S:1:pos:R:3:mulliken_charge:R:1
H 1.2597 3.5303 -0.2189 0.24
N 1.0768 2.5260 -0.3345 -0.56
C -0.0441 1.9088 -0.1243 0.18
N -0.1410 0.5303 -0.1949 0.46
C -1.2367 -0.1845 0.3890 -0.09
C -0.8634 -1.5225 0.3967 -0.63
C 0.3918 -1.5873 -0.2037 0.57
O 1.0240 -2.7515 -0.6194 -0.52
N 0.9170 -0.3381 -0.4753 -0.79
H -0.8840 2.2515 0.4336 0.22
H -2.1611 0.4917 0.6447 0.25
H -1.3849 -2.3945 1.0343 0.25
H 2.0460 -2.4603 -0.7273 0.40
```

Properties
* HOMO: -9.00 eV
* total charge: 0
* lowest unoccupied orbital energy: 0.6 eV
* energy above the lowest of the compared OMol25 structures with the same formula, charge and spin: 3.323 eV
* Kohn-Sham gap: 9.59 eV
* structure (SMILES): [H]/N=C/n1ccc(O)n1

***

Below is C3H5NS in the gas phase at a distorted geometry, with properties calculated with wB97M-V/def2-TZVPD.

Structure (XYZ):
```
10
Properties=species:S:1:pos:R:3:mulliken_charge:R:1
C 1.6720 -0.0446 0.7357 -0.82
S 0.6609 0.1558 -0.8273 -0.09
C -1.0086 -0.3715 -0.5166 -0.32
C -1.7753 0.8644 -0.7558 0.19
N -2.5169 1.7440 -0.8835 -0.40
H 2.4087 0.6558 0.9162 0.34
H 1.0669 -0.2610 1.6000 0.27
H 2.1912 -0.9972 0.5618 0.28
H -1.3871 -0.6137 0.4128 0.29
H -1.3117 -1.1320 -1.2432 0.26
```

Properties
* HOMO: -9.16 eV
* total charge: 0
* lowest unoccupied orbital energy: 0.7 eV
* energy above the lowest of the compared OMol25 structures with the same formula, charge and spin: 0.874 eV
* Kohn-Sham gap: 9.87 eV
* structure (SMILES): CSCC#N